(1)
The following is a quantum chemistry calculation of a 3-piece molecular cluster, C13H32O9S overall in a non-equilibrium geometry, from the OMol25 dataset.

The geometry in XYZ format:
```
55
Properties=species:S:1:pos:R:3:forces:R:3
C 0.7174 -2.2125 1.9359 -0.1 0.7 -0.4
C 1.8835 -1.6904 1.0641 -0.1 -0.8 1.0
O 1.7294 -0.3500 0.6353 -0.2 -0.1 0.0
C 0.4780 -0.1063 0.0314 -0.3 0.5 -0.4
C 0.4605 1.2677 -0.6969 0.0 -1.1 0.2
O -0.5262 2.1076 -0.1019 0.0 0.0 -0.5
C -1.7981 1.9830 -0.6932 -0.6 0.4 0.1
C -2.9046 2.0232 0.3714 0.8 0.9 -0.4
O -2.6801 1.0858 1.4185 -0.9 -0.3 -0.4
C -3.7158 0.2112 1.6888 0.3 0.1 0.9
O -3.2651 -1.1281 1.3466 -0.7 -0.2 -0.6
S -4.5321 -2.1835 1.2376 0.2 -0.7 0.4
O -4.0151 -3.3966 1.8675 -0.3 0.8 -0.7
O -4.6511 -2.4523 -0.3829 0.8 0.2 1.0
C -3.5556 -3.1783 -0.9704 0.0 -0.9 -1.0
O -3.2477 -2.6371 -2.2198 -0.1 0.2 0.7
C -2.8485 -1.2793 -2.1373 0.4 0.7 -0.2
H -0.2146 -2.3214 1.3653 0.2 -0.1 0.1
H 0.9548 -3.1753 2.3988 0.1 0.2 -0.1
H 0.5268 -1.4510 2.7060 0.0 -0.4 0.0
H 2.7754 -1.7045 1.7019 -0.1 0.1 -0.5
H 2.0478 -2.3897 0.2241 0.0 0.4 0.0
H 0.2422 -0.9140 -0.6829 0.1 0.0 0.0
H -0.3522 -0.0628 0.7563 0.3 -0.1 0.0
H 0.2546 1.0694 -1.7614 0.0 0.5 0.4
H 1.4363 1.7585 -0.6228 -0.2 -0.1 0.2
H -1.9194 1.0881 -1.3181 0.3 0.0 0.2
H -1.9759 2.8493 -1.3570 0.0 -0.2 0.0
H -3.8698 1.9154 -0.1431 0.1 -0.3 0.3
H -2.8876 3.0300 0.8170 0.0 -0.3 0.0
H -3.9024 0.2034 2.7740 0.2 0.0 -0.2
H -4.6672 0.4575 1.1976 0.3 0.0 -0.3
H -2.6848 -3.2487 -0.3045 -0.2 0.5 0.0
H -3.8985 -4.1987 -1.1775 0.0 0.2 0.1
H -1.9556 -1.1164 -2.7576 -0.2 -0.2 0.1
H -2.5922 -0.9631 -1.1176 -0.1 -0.3 -0.1
H -3.6278 -0.5966 -2.5099 0.0 -0.3 0.1
C 0.5208 4.6780 -4.0198 0.0 0.0 0.1
C 1.0731 3.3040 -3.6916 -0.2 0.1 -0.2
O 0.0241 2.3456 -3.5605 0.0 0.0 0.0
H -0.1721 5.0046 -3.2430 0.1 0.0 0.0
H 1.3231 5.4123 -4.1060 0.0 0.0 0.0
H -0.0334 4.6571 -4.9617 0.1 0.0 0.0
H 1.6075 3.3245 -2.7426 -0.1 -0.1 0.0
H 1.7671 2.9712 -4.4701 0.1 0.1 0.1
H -0.4497 2.3142 -4.3978 0.0 0.0 0.0
C 6.3122 -0.7171 3.8931 0.0 0.1 0.0
C 5.5620 -1.9602 3.4531 0.2 0.1 -0.2
O 5.0319 -1.8041 2.1390 0.0 -0.1 0.2
H 5.6539 0.1522 3.8697 0.0 0.0 0.0
H 6.7052 -0.8336 4.9047 0.0 0.0 0.0
H 7.1466 -0.5104 3.2182 0.0 -0.1 0.1
H 4.7195 -2.1521 4.1168 -0.1 0.0 -0.1
H 6.2203 -2.8352 3.4729 0.0 0.0 0.1
H 5.7692 -1.6444 1.5421 0.0 0.0 0.0
```
Forces are in eV/Å.

The calculation puts the energy above the lowest of the compared OMol25 structures with the same formula, charge and spin at 1.710 eV.

=====

(2)
The following is a quantum chemistry calculation of a single C19H21ClFN3O molecule in a non-equilibrium geometry, from the OMol25 dataset.

The geometry in XYZ format:
```
46
Properties=species:S:1:pos:R:3:forces:R:3
O -2.5346 -3.0710 0.3814 3.2 3.3 -1.7
C -1.7966 -2.0795 0.0397 -3.1 -0.6 1.0
N -1.9833 -0.7906 0.6190 -7.9 -13.5 3.6
H -1.5260 -0.1376 0.3002 5.4 8.9 -3.6
C -3.1647 -0.8264 1.4644 0.4 5.3 5.9
C -4.3926 0.0288 1.0599 0.6 2.1 0.1
C -5.1854 -0.6037 0.1710 -2.1 5.8 -2.0
C -6.1569 0.2297 -0.7166 0.0 0.2 3.0
C -6.4746 1.5269 -0.2774 3.5 -4.2 0.8
C -5.6395 2.0627 0.8072 -6.5 -2.0 -7.0
C -4.6953 1.6114 1.4223 3.4 -13.3 -2.8
H -4.1612 1.9810 2.0813 4.9 3.8 6.2
H -5.8901 2.9324 1.0158 -2.5 8.3 1.9
Cl -7.7019 2.4546 -0.8858 -1.3 1.1 -0.8
H -6.7350 -0.2693 -1.4983 0.3 0.2 0.2
H -4.9375 -1.5179 -0.1773 0.6 -3.1 -0.8
H -2.7428 -0.2711 2.5266 -1.1 -1.0 -2.4
H -3.5673 -1.6916 2.0208 1.1 -0.5 -1.6
C -0.7476 -1.9223 -1.0812 -3.0 -6.2 1.3
N 0.1342 -0.9973 -0.5801 2.6 2.7 -6.8
C 0.9530 -0.7086 -1.9264 2.7 0.0 6.5
C 1.8308 0.5157 -1.2754 3.4 -1.0 -4.8
N 2.7749 0.1018 -0.2729 -4.4 -3.3 1.8
C 3.9818 0.5826 0.0167 2.1 1.1 -7.2
C 4.9194 0.7761 -1.4894 2.0 0.4 8.4
C 6.2887 1.1114 -1.1147 -7.5 -2.9 -4.5
C 6.6465 1.3130 0.1422 1.1 4.3 3.6
C 5.8411 1.5942 1.2121 -3.6 -4.7 -1.1
C 4.4357 0.9211 1.2013 6.8 2.9 -2.6
H 3.9050 0.8964 2.0250 -2.5 -0.1 4.0
H 6.1717 1.8719 2.1572 0.9 0.9 1.2
F 7.8651 1.9441 0.1638 1.0 -0.4 0.7
H 6.9073 1.1806 -1.9270 2.1 0.2 -1.5
H 4.5800 0.1324 -2.2401 -0.2 -0.2 -1.5
C 1.9418 -0.4471 0.8153 5.7 11.7 4.3
C 1.0511 -1.2890 0.4348 -5.2 -11.3 -3.2
H 0.4024 -1.7536 1.0728 -1.5 -0.1 3.5
H 1.5934 -2.3605 0.3721 -0.3 1.4 -1.4
H 2.6005 -0.7195 1.6201 -0.1 -0.6 0.4
H 1.2826 0.6050 1.2900 1.7 -2.4 -0.9
H 2.6451 0.6328 -2.1201 -2.3 1.5 1.0
H 1.2072 1.3652 -0.8884 0.4 -0.6 -0.9
H 0.2624 -0.4068 -2.6239 -1.2 0.8 -1.8
H 1.5382 -1.7118 -2.1559 -0.9 2.3 0.2
H -1.4367 -1.6858 -2.0318 2.2 -0.2 1.9
H -0.2905 -3.1109 -1.1502 -0.9 3.0 -0.4
```
Forces are in eV/Å.

Its SMILES is O=C(CN1CCN(c2ccc(F)cc2)CC1)NCc1ccc(Cl)cc1. The calculation puts the energy above the lowest of the compared OMol25 structures with the same formula, charge and spin at 15.156 eV.

=====

| no. | LUMO level (hartree) | HOMO energy (eV) |
| --- | --- | --- |
| 1 | 0.0211 | -9.2 |
| 2 | -0.0013 | -8.0 |